82
Properties=species:S:1:pos:R:3:forces:R:3 method="wB97M-V/def2-TZVPD" spin_multiplicity=4 charge=+2 orbital_gap_ev="6.761 / 5.961" lumo_energy_ev="-6.50 / -7.36" e_homo_ev="-13.3 / -13.3" s_squared=3.81
Re 1.07947 -0.35583 0.75207 -0.4 -0.1 -0.5
Te -0.99719 1.15145 1.80720 -0.1 0.1 -0.1
S 5.42715 -1.46082 0.77200 0.0 -0.1 0.0
P -1.80350 -0.39326 -1.34235 0.2 0.0 0.1
P 0.73234 1.48639 -0.85344 -0.7 0.2 0.1
N -4.93565 -0.66747 4.06717 0.0 0.0 0.0
N 2.95591 -1.12667 0.22333 -0.1 0.0 -0.1
C -3.60168 1.06894 3.11028 0.0 0.0 -0.1
C -2.67161 0.13171 2.68357 0.1 0.1 -0.2
C 4.94028 -1.58775 -0.89837 0.0 0.1 0.1
C 0.87661 4.96480 1.28452 0.0 0.0 0.1
C -0.06654 1.54569 -3.56259 0.0 0.0 0.0
C -2.86644 -1.20601 2.98150 0.1 -0.1 0.1
C 0.04328 4.13618 -1.24304 -0.1 0.1 0.1
C 1.98393 -1.35757 5.01031 0.0 0.0 0.0
C 3.81208 -1.19304 1.23571 0.0 -0.1 0.0
C -5.67191 -0.60327 -0.01640 0.0 -0.1 0.0
C 0.63371 3.22885 -0.36517 0.3 -0.2 0.2
C -0.14951 5.44877 -0.83731 0.0 0.0 -0.1
C -0.64833 -4.29279 -1.47962 0.0 0.0 -0.1
C -4.38278 -0.96643 -0.38477 0.1 0.0 0.1
C 5.72454 -1.86929 -2.00996 0.1 -0.1 0.0
C 0.23167 1.60408 -4.91385 0.0 0.0 0.0
C -4.72288 0.61560 3.79881 0.0 -0.2 0.0
C -1.32692 -2.07528 -0.79210 0.0 0.1 -0.2
C 4.01137 -1.38384 3.72608 0.1 0.0 -0.1
C 1.24659 -1.06997 3.86536 0.0 0.0 0.0
C 0.25184 5.85903 0.42796 0.0 0.0 0.0
C -1.23760 -3.06279 -1.76697 0.0 -0.1 0.0
C -4.02315 -1.55001 3.67328 0.0 0.1 0.0
C 1.07869 3.65196 0.88658 0.2 0.0 -0.1
C 2.58666 1.47684 -4.41894 0.0 0.0 0.0
C -0.81822 -2.34830 0.48536 0.2 -0.3 0.0
C -3.43850 0.01615 -0.66305 0.1 -0.1 0.0
C -0.20747 -3.57132 0.76602 0.0 0.0 0.1
C 3.56190 -1.40631 -1.00623 0.0 0.0 0.0
C 3.26498 -1.13384 2.58209 0.0 -0.1 0.0
C -5.08950 1.72003 -0.25093 0.0 0.0 0.1
C 3.69687 -1.89274 -3.33032 -0.1 0.0 0.0
C 2.29890 1.41545 -3.06536 0.0 0.0 0.0
C 2.92350 -1.59121 -2.22696 -0.1 0.0 0.1
C -0.11026 -4.53909 -0.22509 0.0 0.0 0.0
C 0.97120 1.43533 -2.63372 0.1 -0.1 0.0
C 5.08647 -2.01027 -3.22882 0.1 0.0 0.0
C -6.02285 0.73674 0.05796 0.0 0.0 0.0
C 1.55358 1.56208 -5.34129 0.0 0.0 0.0
C -0.66218 0.54100 -0.22946 0.4 0.2 0.2
C -3.80169 1.36323 -0.61566 0.0 0.0 -0.1
C 3.36428 -1.48887 4.94887 0.0 0.0 0.0
C 1.86407 -0.94618 2.62191 -0.2 0.1 0.1
H 3.61569 1.46287 -4.75410 0.0 0.0 0.0
H 1.77909 1.61048 -6.39947 0.0 0.0 0.0
H -0.26337 3.83211 -2.23476 0.0 0.0 0.0
H -1.03228 -1.68170 1.30892 0.1 0.1 0.0
H 5.08633 -1.51467 3.65804 0.0 0.0 0.1
H -1.62538 -2.86825 -2.76130 0.1 0.0 0.0
H -3.09145 2.13612 -0.89751 0.0 0.0 0.1
H 0.10157 6.88653 0.73283 0.0 0.0 0.0
H 0.16669 -3.76748 1.76447 0.0 0.0 0.0
H -2.17469 -1.99211 2.72379 0.0 0.0 0.0
H -0.56961 1.69946 -5.63508 0.0 0.0 0.0
H 5.67432 -2.22924 -4.11086 0.0 0.0 0.0
H -4.10861 -2.01412 -0.45354 -0.1 0.0 0.0
H -0.61088 6.15244 -1.51829 0.0 0.0 0.0
H -1.09550 1.59201 -3.24049 -0.1 0.0 0.0
H -5.37180 2.76503 -0.21868 0.0 0.0 0.0
H 3.93291 -1.68985 5.84722 0.0 0.0 0.0
H 0.17327 -0.95194 3.96045 0.0 0.0 0.0
H 1.84341 -1.51334 -2.29472 0.0 0.0 -0.1
H 6.79586 -2.00381 -1.92104 -0.1 0.0 0.0
H 3.10462 1.36555 -2.34233 0.0 0.0 0.0
H -7.02791 1.02154 0.34317 0.0 0.0 0.0
H 3.21614 -2.05072 -4.28792 0.0 0.0 0.0
H 1.47475 -1.46984 5.95987 0.0 0.0 0.0
H -6.40346 -1.37100 0.20373 0.0 0.0 0.0
H -4.21430 -2.58865 3.92150 0.0 0.0 0.0
H 0.36054 -5.49033 -0.01185 0.0 0.0 0.0
H -3.47242 2.12809 2.91937 -0.1 0.0 0.0
H 1.22226 5.29125 2.25724 0.0 0.0 0.0
H -5.47598 1.31746 4.14075 0.0 0.0 0.0
H -0.59341 -5.05258 -2.24978 0.0 0.0 0.0
H 1.63810 2.97862 1.52417 -0.1 -0.1 0.1

86
Properties=species:S:1:pos:R:3:forces:R:3 method="wB97M-V/def2-TZVPD" spin_multiplicity=1 charge=-2 orbital_gap_ev=4.897 lumo_energy_ev=3.84 e_homo_ev=-1.1
Te -4.11606 -2.12567 -4.01986 0.0 0.0 0.0
Te -1.53762 -1.38015 -3.62573 0.0 0.0 -0.1
Se 0.83499 0.80456 -2.06319 0.4 0.1 -0.4
Se -0.71396 -2.55964 -1.61709 0.1 -0.1 0.1
Ti -1.03152 -0.04548 -1.02878 -0.5 -0.2 0.0
Cl -4.22012 -4.18636 4.21259 0.0 0.0 0.0
P 2.50386 -2.15379 1.60254 0.1 -0.1 -0.1
N -2.28982 1.65387 -1.89796 0.1 0.2 0.1
N -0.88535 1.56604 0.34537 0.0 -0.1 0.1
N -0.40106 -0.83467 1.05691 0.1 0.1 0.3
C -3.70773 3.92447 -2.70616 0.0 0.0 0.0
C 3.67711 -0.79976 1.21327 0.0 0.1 0.1
C 5.03909 -5.68855 3.21065 0.0 0.0 0.0
C 5.41494 0.82450 1.64790 0.0 0.0 0.0
C 3.58196 -3.49642 2.24280 0.0 0.0 0.0
C 3.50838 -0.24810 -0.05272 0.0 0.0 0.0
C -0.39410 -2.78247 2.59092 0.0 0.0 0.0
C 5.67889 -4.67000 2.52165 0.0 0.0 0.0
C 0.23866 0.03284 1.77427 0.0 -0.1 -0.1
C 0.98248 2.37119 1.70162 0.0 0.0 0.0
C 2.94492 -4.54556 2.91340 0.0 0.0 0.0
C -1.43528 3.92373 0.82502 0.0 0.0 0.0
C 2.71790 -1.62158 4.39677 0.0 0.0 0.0
C -3.81644 2.75084 -3.38310 0.0 0.0 0.0
C -3.98148 -3.06053 2.87988 0.0 0.0 0.0
C 3.66421 -5.62243 3.40409 0.0 0.0 0.0
C -2.21531 2.80940 -1.16791 0.0 0.0 0.0
C -2.83975 5.13542 -0.72955 0.0 0.0 0.0
C 1.79566 0.98554 3.52948 0.0 0.1 -0.1
C 1.76765 -1.56454 3.22395 0.0 0.0 0.0
C -3.77261 -1.71943 3.14906 0.0 0.0 0.0
C -1.43959 2.77035 0.04303 -0.1 0.0 -0.1
C -2.12625 5.07990 0.43552 0.0 0.0 0.0
C -3.55858 -0.84412 2.09644 0.0 0.0 0.0
C 4.63976 -0.24249 2.06511 0.0 0.0 -0.1
C -0.08007 -0.80343 4.11440 0.0 0.0 0.0
C 1.84095 2.12061 2.83084 0.0 0.0 0.0
C 4.95810 -3.58106 2.04435 0.0 0.0 0.0
C 0.14641 -0.47294 5.55002 0.0 0.0 0.0
C -3.54409 -1.27245 0.75611 0.1 0.1 -0.1
C 5.22934 1.36901 0.37890 0.0 0.0 0.0
C 0.10869 1.42624 1.26609 0.0 0.0 0.1
C -4.00806 -3.52467 1.57264 0.0 0.0 0.0
C -3.22590 -0.35548 -0.33113 -0.3 0.0 0.0
C 4.27368 0.83817 -0.46708 0.0 0.0 0.0
C 1.25834 -0.73992 6.23808 0.0 0.0 0.0
C -3.80262 -2.63866 0.52860 0.0 0.0 0.0
C 2.47514 -1.32447 5.67866 0.0 0.0 0.0
C -3.09605 1.62699 -2.93214 0.0 0.0 0.0
C 0.41794 -2.21166 3.69487 -0.1 0.0 0.0
C -2.91137 3.97728 -1.53890 0.0 0.0 0.0
C 0.97919 -0.18620 3.10242 0.1 0.0 0.0
C -0.69601 -2.15568 1.45965 0.0 0.0 -0.1
H 6.15152 1.25073 2.31948 0.0 0.0 0.0
H 0.53601 -2.91775 4.51565 0.0 0.0 0.0
H 4.78018 -0.63150 3.06355 0.0 0.0 0.0
H 3.28323 -1.50150 6.38165 0.0 0.0 0.0
H -0.92167 3.92664 1.77339 0.0 0.0 0.0
H 3.69283 -2.04500 4.19024 0.0 0.0 0.0
H 2.73422 -0.62879 -0.70956 0.0 0.0 0.0
H -3.37144 6.02983 -1.03180 0.0 0.0 0.0
H 1.28886 -0.47733 7.29016 0.0 0.0 0.0
H -3.37595 0.20593 2.30571 0.0 0.0 0.0
H -0.67627 0.00739 6.06869 0.0 0.0 0.0
H -1.31330 -2.67094 0.74335 0.0 0.0 0.0
H -4.24513 4.81340 -3.01878 0.0 0.0 0.0
H -3.22840 0.68369 -3.44262 0.0 0.0 0.0
H 3.14972 -6.41884 3.92813 0.0 0.0 0.0
H 5.47055 -2.79215 1.50928 0.0 0.0 0.0
H 1.86808 -4.51611 3.04353 0.0 0.0 0.0
H 6.74837 -4.71765 2.35249 0.0 0.0 0.0
H 1.00567 3.34138 1.23048 0.0 0.0 0.0
H 2.41133 0.85897 4.40599 0.0 0.0 0.0
H -3.69658 -0.66715 -1.27069 0.0 0.0 0.0
H 4.07553 1.27271 -1.43841 0.0 0.0 0.0
H -3.57618 0.65204 -0.08244 0.1 0.0 0.0
H -4.18755 -4.57427 1.37519 0.0 0.0 0.0
H 5.82321 2.21991 0.06496 0.0 0.0 0.0
H 2.51079 2.91209 3.15048 0.0 0.0 0.0
H -3.81207 -2.99555 -0.49539 0.0 0.0 0.0
H -4.44700 2.64122 -4.25501 0.0 0.0 0.0
H -3.76743 -1.36851 4.17457 0.0 0.0 0.0
H 5.60291 -6.53405 3.58566 0.0 0.0 0.0
H -1.11308 -0.60334 3.83146 0.0 0.0 0.0
H -2.08776 5.94754 1.08571 0.0 0.0 0.0
H -0.80464 -3.77763 2.71733 0.0 0.0 0.0

85
Properties=species:S:1:pos:R:3:forces:R:3 method="wB97M-V/def2-TZVPD" spin_multiplicity=2 orbital_gap_ev="5.553 / 7.213" lumo_energy_ev="-0.42 / -0.41" e_homo_ev="-6.0 / -7.6" s_squared=0.78
Ir -1.75868 1.01848 0.07402 -0.5 -0.3 0.2
Ge 2.45028 -1.61122 -0.63440 0.2 -0.1 -0.2
O 0.15354 -1.13247 -2.93976 0.0 0.0 0.0
O -0.97091 1.30647 -3.94636 0.0 0.0 0.0
N -1.36645 -0.87655 0.88752 0.1 -0.1 -0.1
N -3.20389 1.88481 2.53320 0.0 0.2 0.1
N -0.85891 0.58075 -1.73214 0.1 0.2 0.2
N -3.33600 1.27152 1.35846 0.3 0.0 -0.4
N -2.18893 2.71619 -0.94392 -0.1 0.0 0.1
C -6.09284 0.17518 -0.82240 0.1 0.0 0.0
C -3.15444 4.85926 -1.21990 0.0 0.0 0.0
C 0.57586 -0.92821 -0.56568 0.2 0.1 0.2
C 3.26809 -5.00629 1.83890 0.0 0.0 0.0
C -0.38545 -3.01266 0.52262 0.0 0.0 0.1
C 0.81326 2.84599 2.97922 0.0 0.0 0.0
C 3.01022 -2.22839 -2.39957 0.0 0.0 0.0
C 3.87928 -1.62626 -4.57917 0.0 0.0 0.0
C -2.93868 4.78410 -2.58739 0.0 0.0 0.0
C 4.99392 2.28549 0.34897 0.0 0.0 0.0
C 5.44237 1.03738 0.75802 0.0 0.0 0.0
C -6.96944 1.67622 0.82416 0.0 0.0 0.0
C 2.66522 -3.15917 3.24549 0.0 0.0 0.0
C 3.32872 -3.91143 -4.11077 0.0 0.0 0.0
C 2.93162 -3.55054 -2.83056 -0.1 -0.1 0.0
C -7.17129 0.86362 -0.28671 0.0 0.0 0.0
C -1.21174 1.41914 -2.76833 0.0 -0.1 -0.1
C 3.48690 -1.27362 -3.29701 0.1 0.0 0.0
C -0.98577 1.93744 1.66120 0.2 -0.1 -0.1
C 4.69157 -0.09710 0.48184 0.0 0.0 0.0
C 3.79492 2.39456 -0.34067 0.0 0.0 0.0
C 3.04801 1.25619 -0.61289 0.0 0.0 0.0
C -4.82915 0.29507 -0.26361 -0.1 0.0 -0.1
C -1.41809 2.79983 3.89520 0.1 0.0 0.1
C -1.95083 2.64498 -2.26298 0.0 0.1 0.0
C 2.75554 -2.86276 0.83788 -0.1 0.1 0.1
C 3.48077 -0.00485 -0.20234 0.0 0.0 -0.1
C 0.35265 2.25430 1.80261 0.0 0.1 0.0
C -2.14166 -2.77253 2.11150 0.0 0.0 0.0
C -2.76922 3.80079 -0.41922 0.0 -0.1 -0.1
C 3.02939 -4.49178 3.10430 0.0 0.0 0.0
C -1.88953 2.20471 2.71811 0.0 -0.1 -0.1
C -5.71304 1.81758 1.38556 0.0 0.0 0.0
C -2.17874 -1.42829 1.80076 -0.1 0.0 0.0
C 2.53359 -2.35736 2.12224 0.0 0.0 0.0
C -0.07560 3.11451 4.01518 0.0 0.0 0.0
C -1.25795 -3.58886 1.42842 0.0 0.0 0.0
C -4.61909 1.13062 0.84007 -0.1 0.0 0.2
C -0.04260 -0.54235 -1.91172 -0.1 0.1 0.0
C -0.41259 -1.64366 0.30616 -0.1 -0.1 -0.1
C 3.80577 -2.94987 -4.98841 0.0 0.0 0.0
C -2.32393 3.66203 -3.11820 0.1 -0.1 0.0
C 3.13157 -4.19782 0.71652 0.1 0.0 0.0
H -2.89143 -0.76060 2.26254 0.0 0.0 0.0
H 4.11199 -3.22904 -5.98835 0.0 0.0 0.0
H 3.56657 -6.04031 1.72043 0.0 0.0 0.0
H -7.80330 2.21493 1.25717 0.0 0.0 0.0
H -2.11190 3.00476 4.70032 0.0 0.0 0.0
H 2.52784 -4.32308 -2.18793 0.0 0.0 0.1
H 4.24017 -0.86478 -5.25854 0.0 0.0 0.0
H 1.86221 3.09384 3.08300 0.0 0.0 0.0
H -2.11677 3.54966 -4.17270 0.0 0.0 0.0
H -5.55437 2.45285 2.24445 0.0 0.0 0.0
H 1.04837 2.04439 0.99833 0.0 0.0 0.0
H 0.34293 -3.61672 0.00346 0.0 0.0 0.0
H 3.43869 3.36453 -0.66454 0.0 0.0 0.0
H 2.11443 1.36740 -1.15858 0.0 0.0 0.0
H 0.73725 0.03136 -0.06703 0.0 -0.1 0.1
H -1.23218 -4.65554 1.60787 0.0 0.0 0.0
H 6.37774 0.94662 1.29564 0.0 0.0 0.0
H -3.62374 5.72205 -0.76972 0.0 0.0 0.0
H 3.13693 -5.12225 3.97759 0.0 0.0 0.0
H -3.24292 5.59588 -3.23459 0.0 0.0 0.0
H -2.82253 -3.16307 2.85387 0.0 0.0 0.0
H 0.28645 3.57430 4.92628 0.0 0.0 0.0
H -4.01276 -0.28397 -0.68245 0.0 0.0 0.0
H -2.92486 3.78442 0.65102 0.0 0.0 0.0
H 2.48446 -2.74363 4.22869 0.0 0.0 0.0
H 3.25509 -4.94542 -4.42325 0.0 0.0 0.0
H 2.25037 -1.31685 2.25421 0.0 0.0 0.0
H -6.23033 -0.47416 -1.67783 0.0 0.0 0.0
H 3.56271 -0.23480 -2.99691 0.0 0.0 0.0
H 5.05334 -1.06380 0.81429 0.0 0.0 0.0
H 5.57744 3.17082 0.56663 0.0 0.0 0.0
H 3.34060 -4.62762 -0.25393 0.0 0.0 0.0
H -8.15609 0.76466 -0.72345 0.0 0.0 0.0

Energy relative to the best compared isomer or geometry (same formula, charge and spin) values, unit kcal per mole, following the record order: 0.00, 0.00, 0.00.
Molecular weight values, unit g mol⁻¹, following the record order: 984.56, 1119.17, 916.60.
E values, unit eV, following the record order: -86911.12335, -239805.27695, -116027.85740.